Here is a 8-piece molecular cluster, C72H152N8O8 overall in a non-equilibrium geometry from the Open Molecules 2025 dataset. Energies are from ωB97M-V with the def2-TZVPD basis set.

Calculated values
ΔE to the lowest compared entry with this formula, charge and spin in kcal per mole: 176.14
Structure (SMILES): CC1(C)CCCC(C)(C)N1O.CC1(C)CCCC(C)(C)N1O.CC1(C)CCCC(C)(C)N1O.CC1(C)CCCC(C)(C)N1O.CC1(C)CCCC(C)(C)N1O.CC1(C)CCCC(C)(C)N1O.CC1(C)CCCC(C)(C)N1O.CC1(C)CCCC(C)(C)N1O
HOMO-LUMO gap in eV: 8.36

XYZ file:
```
240
Properties=species:S:1:pos:R:3:lowdin_charge:R:1
O -2.65460 4.97734 -3.23557 -0.0398
O -3.52540 0.34126 -4.15856 0.0046
O 8.31399 -2.01689 5.79703 -0.0136
O -4.44061 -0.20551 4.23912 -0.0100
O 2.95878 -4.32639 -0.93570 -0.0057
O -0.45688 -1.73310 4.18894 -0.0078
O 0.91437 0.13188 -9.72104 -0.0111
O 0.53381 3.07823 -0.57795 -0.0019
N 3.27107 -4.83383 0.33684 -0.1048
N -0.68683 -1.85071 5.59519 -0.1401
N -0.05748 1.80447 -0.49339 -0.0894
N -2.71908 6.37980 -3.30867 -0.0694
N 7.32356 -1.78335 4.83165 -0.1123
N 0.70915 -0.15060 -8.35384 -0.0934
N -3.49875 -1.05759 3.57795 -0.1120
N -4.23000 1.55956 -4.03021 -0.0990
C 3.17973 -2.60782 1.38489 -0.0407
C -0.31417 -4.35302 5.55056 -0.0188
C 0.03390 -2.98784 6.18171 -0.4748
C -5.03483 3.67350 -5.02091 -0.1459
C 7.50521 -0.51954 4.08687 -0.5044
C -1.79437 6.89037 -4.38883 -0.5030
C 2.61589 -4.02745 1.39624 -0.4448
C -3.21137 -2.53599 5.49338 -0.0398
C 0.41868 0.64656 -6.07670 -0.1457
C -1.58036 6.38637 -1.01879 -0.0271
C -6.19835 0.61090 -2.84200 -0.0117
C -3.61615 -2.45739 4.00151 -0.4612
C -2.28784 -1.62408 1.62575 -0.1998
C -2.67596 6.95167 -1.96059 -0.5019
C 7.63446 0.74335 4.92748 -0.0315
C -3.99327 6.68190 -1.21503 -0.0426
C -1.54487 9.06144 -2.94838 -0.1701
C -5.02990 1.62879 -2.80646 -0.4817
C 5.89109 -3.58600 5.70303 -0.0372
C 2.23868 1.67431 -7.47844 -0.0244
C -3.22859 2.36138 -6.10987 -0.0293
C -0.08299 -1.01047 -0.39787 -0.1362
C -0.55885 2.07769 1.83861 -0.0328
C -1.74146 8.40914 -4.33225 -0.1546
C 1.11906 -0.57832 -5.55938 -0.1855
C -5.60395 1.58025 -6.15668 -0.0272
C 3.71478 -6.69760 1.81778 -0.1361
C -1.97818 0.24897 5.58920 -0.0341
C 5.98809 -2.09126 5.40462 -0.4715
C 2.81212 -6.14466 2.91712 -0.1679
C -2.64755 -3.43198 3.29747 -0.1216
C 0.47176 0.33485 6.11046 -0.0184
C -5.04130 -3.04108 3.87720 -0.0315
C 5.75370 -1.28678 6.74073 -0.0025
C 1.45304 0.94549 -2.26692 -0.0164
C 1.34359 -1.40138 -7.96242 -0.5196
C 3.30201 -6.27286 0.42208 -0.5347
C 2.89342 -1.43968 -7.94004 -0.0330
C -0.37944 6.33863 -4.14835 -0.0182
C 1.63237 1.06752 1.26778 -0.0237
C 4.80957 -1.79413 4.44547 -0.1487
C 4.38614 -6.79874 -0.54378 -0.0412
C -0.38490 -1.77914 8.45412 -0.1721
C -4.17023 1.34599 -1.60757 -0.0560
C -2.31915 6.49504 -5.73969 -0.0358
C -0.79989 -0.52500 6.18914 -0.4687
C 4.97951 -0.44152 3.76134 -0.1817
C -0.16606 2.20104 -7.89861 -0.0181
C -3.09764 0.68500 1.89196 -0.0532
C 8.78629 -0.75976 3.26459 -0.0436
C 6.31262 -0.39551 3.10944 -0.1383
C -0.33495 -3.09584 7.68449 -0.1280
C -1.13312 -0.67707 7.70756 -0.1137
C -5.57582 3.07445 -2.58376 -0.1219
C 1.09085 -3.88423 1.21292 -0.0317
C -4.72991 -1.12934 1.32171 0.0151
C -6.01054 3.77037 -3.86024 -0.1773
C 2.88483 -4.62392 2.81319 -0.1306
C 1.97723 -6.95008 0.05225 -0.0276
C 0.00341 1.10354 -1.77507 -0.4590
C 1.55082 -2.79913 6.10803 -0.0403
C -2.36718 -3.10490 1.84166 -0.1379
C 0.16987 1.18194 0.82233 -0.4492
C -0.86994 1.84521 -2.83009 -0.0139
C -0.58969 -0.32267 -1.65754 -0.1011
C -3.45080 -0.77408 2.14948 -0.4308
C 0.80909 -2.52715 -8.85116 -0.0345
C -0.51761 -0.20072 0.84809 -0.1818
C -4.52994 2.24728 -5.26338 -0.4892
C -2.58665 8.48634 -2.01027 -0.1474
C 0.89831 -1.73060 -6.53352 -0.1444
C 0.82220 1.06296 -7.51577 -0.4700
H -0.91497 -2.04994 9.36980 0.1117
H 0.33105 6.93603 -4.73689 0.0878
H -0.28209 -2.48774 -8.80112 0.0888
H 1.79313 0.90865 2.33851 0.0765
H -1.82980 2.02364 -2.33960 0.0524
H -3.03238 -4.44418 3.41171 0.1347
H -1.64625 5.30045 -1.04095 0.0666
H 2.08690 2.04915 1.10729 0.0870
H -0.58531 6.76389 -1.27296 0.0692
H -3.74284 -1.82606 6.12951 0.0924
H -6.86726 0.83487 -3.67289 0.0696
H -1.20622 1.92462 -7.76206 0.0546
H -0.99775 1.19785 -3.69826 0.0587
H 2.15193 0.78950 -1.44572 0.0754
H 0.62422 -1.49981 8.76556 0.1044
H 7.94520 0.53952 5.95353 0.0784
H 2.19721 -0.43476 -5.43304 0.1030
H -1.35898 -1.84110 3.85785 0.0459
H 2.67799 -1.91051 2.05279 0.0796
H -0.00166 3.09534 -7.29730 0.0815
H 1.11318 0.09269 6.95841 0.0750
H 1.75435 -2.26158 5.17417 0.0654
H -0.28247 -0.86445 -2.55625 0.1091
H -2.77887 0.88632 0.86471 0.0712
H 6.10955 -4.15520 4.79648 0.0851
H -3.52399 9.00915 -2.22139 0.1223
H -2.21655 0.93839 2.49295 0.0464
H -0.65484 0.42924 -6.05430 0.1160
H -5.13897 -3.87150 4.57251 0.0803
H -0.96288 8.77957 -5.00876 0.1186
H -4.08814 7.18021 -0.25467 0.0882
H -5.65430 4.03029 -5.84694 0.1289
H 3.73257 -7.78388 1.88494 0.1260
H -1.35417 -4.59483 5.77536 0.0759
H -5.13311 -0.27315 0.77711 0.0598
H -3.88998 1.42075 2.03330 0.1092
H -3.12112 -3.59660 1.21443 0.1154
H -0.50868 -2.01733 -0.36197 0.1021
H -1.59741 -0.03850 0.76685 0.0536
H 3.76601 -4.19314 3.29931 0.0895
H -3.82337 0.46975 4.54442 0.0643
H 1.78532 -6.51679 2.85847 0.1022
H -1.65204 6.79314 -0.00805 0.0873
H 6.07876 -0.25586 6.64464 0.0568
H 6.43948 -1.25678 2.44171 0.1210
H -2.13795 -2.34830 5.54009 0.0099
H 1.83995 0.42052 -9.79723 0.0845
H 4.17927 -0.29767 3.02848 0.0954
H 0.55573 -4.59761 1.84366 0.0739
H -4.74860 1.48123 -0.69058 0.0843
H -3.34875 3.23834 -6.75084 0.0872
H -2.22751 1.15349 6.14456 0.1072
H -5.52395 -1.46343 1.98345 0.0653
H 8.74375 -1.74995 2.80652 0.0833
H 1.02636 -2.47674 -9.91593 0.0801
H 0.30200 -5.09874 6.05931 0.0906
H 3.74928 -3.83564 -1.18312 0.1062
H 3.38289 -1.20902 -8.89406 0.0800
H 3.21700 -2.19529 0.37169 0.0791
H -5.79336 -0.39646 -2.94662 0.0843
H 0.46668 -3.66140 8.16428 0.1237
H 2.82351 1.47794 -8.38214 0.0753
H -0.53011 8.82862 -2.61319 0.1045
H -2.88066 -0.35314 5.45037 0.0374
H -3.83300 0.30834 -1.52056 0.0799
H 3.28896 -2.43008 -7.70309 0.0853
H -0.00624 6.71398 -3.19264 0.0611
H -5.26094 -3.36058 2.85779 0.0734
H 2.21589 -4.11364 3.52126 0.1007
H 1.28472 -2.69896 -6.20875 0.1234
H -1.66146 -3.36300 3.76787 0.0688
H -1.67731 -0.34425 -1.77453 0.1086
H -6.93948 3.27360 -4.15140 0.1097
H 0.78918 -2.89247 1.55306 0.0618
H -1.58889 6.87748 -6.45484 0.0941
H 1.86600 -2.11148 6.89869 0.0746
H 6.70920 -3.87887 6.36627 0.0774
H 1.53546 -6.70530 -0.91851 0.0846
H -2.31873 5.39844 -5.74437 0.0642
H 0.98011 -1.23469 -0.29018 0.1034
H 2.84217 1.31341 -6.64574 0.0730
H -3.40835 -3.55814 5.81796 0.0882
H 6.47544 0.45045 2.43792 0.1291
H -2.19414 -0.89059 7.85423 0.1177
H -0.42828 2.80018 -3.11414 0.0833
H -0.18523 3.67993 -0.81010 0.0829
H 3.85415 -1.94191 4.94889 0.0924
H 0.71627 -3.96900 0.19023 0.0857
H 2.20581 2.76188 -7.40374 0.0810
H 4.79837 -2.55256 3.65948 0.0753
H 0.56677 1.51638 -5.43129 0.1130
H -4.79800 6.89691 -1.92482 0.0870
H 1.66396 0.16863 -3.00703 0.0577
H 1.18010 -6.71333 0.75840 0.0688
H 9.10274 -0.04837 2.50206 0.0840
H -2.60750 8.85716 -4.83225 0.1206
H -0.16163 5.28384 -4.28325 0.0780
H -2.35956 2.43166 -5.45840 0.0763
H -6.45999 3.13323 -1.94836 0.1267
H -3.33225 6.76764 -6.03092 0.0913
H -0.26119 3.12281 1.90411 0.0911
H -1.59015 2.10016 1.46227 0.0572
H 4.92372 -3.81911 6.14360 0.0803
H -4.12254 5.61058 -1.02469 0.0671
H 4.66783 -6.18837 1.98970 0.1298
H 4.74852 0.28149 4.55150 0.1135
H -6.79025 0.60893 -1.92449 0.0829
H 2.19628 0.26116 0.79491 0.0568
H 1.13211 -3.46989 -8.40849 0.0849
H 2.24790 -3.63758 6.11022 0.0829
H -0.01348 -4.43097 4.48945 0.0805
H 1.83622 1.76710 -2.88388 0.0837
H -1.57275 10.13098 -3.15509 0.1124
H 0.25896 1.40496 6.10581 0.0871
H -3.12221 1.56675 -6.84994 0.0749
H -5.77211 -2.26187 4.10360 0.0814
H 8.91832 -2.63654 5.37556 0.1071
H -2.64131 0.64724 -3.91516 0.0459
H 4.60468 -7.86179 -0.40329 0.0814
H -6.62197 1.69807 -5.78156 0.0697
H 4.08289 -6.73918 -1.59112 0.0787
H -4.47299 -1.82470 0.52240 0.0843
H 0.83242 -0.94497 -4.57182 0.0887
H -6.12442 4.83590 -3.64817 0.1168
H -2.10602 -1.42357 0.56338 0.1029
H -5.43837 1.68527 -7.22476 0.0841
H -1.32161 -1.24336 1.98791 0.0611
H 6.23378 -1.75711 7.59455 0.0807
H 1.01958 0.16836 5.17914 0.0758
H 8.31278 1.48366 4.50470 0.0851
H 5.36733 -6.32591 -0.46589 0.0840
H 4.25018 -2.59516 1.61729 0.0775
H 3.39285 -0.76466 -7.24348 0.0612
H -1.28376 -3.62598 7.79008 0.1181
H -2.33619 8.86541 -1.01360 0.1195
H 6.65506 1.21220 5.04897 0.0707
H -3.26375 1.95307 -1.55133 0.0660
H 3.11358 -6.45315 3.92064 0.1118
H -4.20655 4.37934 -4.97077 0.0793
H -1.76028 0.62025 4.58172 0.0747
H -0.67130 1.65949 2.84024 0.0765
H -3.54888 4.68273 -3.46430 0.0529
H -1.43990 -3.53289 1.44682 0.0914
H 0.13958 2.43926 -8.91978 0.0843
H 9.59787 -0.80866 3.99712 0.0775
H -0.91343 0.32702 8.07352 0.1191
H 4.66585 -1.26550 6.83332 0.0727
H -0.20918 -0.80003 1.70530 0.1066
H 2.12256 -8.02903 -0.05028 0.0864
H -0.16685 -1.97975 -6.62167 0.1226
H -5.49478 0.50659 -5.94054 0.0854
H -4.80463 3.72084 -2.15444 0.0906
```